9
Properties=species:S:1:pos:R:3:lowdin_charge:R:1 method="wB97M-V/def2-TZVPD" largest_force_ev_per_a=2.34 e_tot_ha=-503.3995 spin_multiplicity=2 homo_lumo_gap_ev="6.23 / 6.33"
O 2.242 -0.537 -0.044 -0.17
C 1.036 -0.937 -0.053 -0.32
C -0.053 -0.114 0.202 -0.24
O -0.023 1.323 0.024 -0.13
Na 2.229 1.707 -0.119 0.75
H 0.794 -1.994 -0.277 0.12
C -1.197 0.434 -0.435 -0.17
O -2.435 0.451 0.080 0.05
H -2.593 -0.334 0.622 0.11

***

116
Properties=species:S:1:pos:R:3:lowdin_charge:R:1 method="wB97M-V/def2-TZVPD" smiles="C=CC[C@@H]1CNC(=O)C1.COCCNCCOC.COCCNCCOC.COCCNCCOC.COCCNCCOC" largest_force_ev_per_a=0.83 e_tot_ha=-2174.4342 spin_multiplicity=1 homo_lumo_gap_ev=8.74
C 2.192 4.944 -2.067 -0.01
C 1.802 3.726 -2.393 -0.17
C 2.702 2.516 -2.291 -0.15
C 2.179 1.144 -2.785 -0.26
C 3.185 0.508 -3.831 -0.15
N 2.508 0.403 -5.159 0.04
C 1.442 1.384 -4.990 -0.44
O 1.206 2.274 -5.750 0.14
C 0.878 1.153 -3.611 -0.08
H 3.110 5.100 -1.512 0.07
H 1.608 5.803 -2.360 0.06
H 0.781 3.596 -2.726 0.09
H 3.610 2.766 -2.840 0.11
H 3.012 2.402 -1.248 0.11
H 2.132 0.439 -1.958 0.12
H 3.526 -0.485 -3.540 0.11
H 4.080 1.120 -3.932 0.10
H 2.005 -0.483 -5.111 0.11
H 0.123 1.865 -3.296 0.11
H 0.415 0.167 -3.537 0.10
C -3.548 -5.776 -4.622 -0.12
O -3.942 -5.212 -3.390 -0.19
C -3.239 -5.697 -2.255 -0.21
C -2.323 -4.640 -1.678 -0.21
N -1.211 -4.359 -2.574 -0.05
C -0.389 -3.218 -2.189 -0.20
C -1.051 -1.847 -2.140 -0.22
O -1.437 -1.334 -3.403 -0.20
C -2.693 -1.772 -3.889 -0.09
H -4.286 -5.474 -5.364 0.09
H -2.562 -5.426 -4.949 0.08
H -3.527 -6.869 -4.572 0.09
H -2.674 -6.599 -2.511 0.12
H -3.982 -5.965 -1.499 0.12
H -1.925 -5.001 -0.723 0.12
H -2.936 -3.753 -1.464 0.11
H -1.568 -4.212 -3.509 0.07
H 0.440 -3.159 -2.901 0.12
H 0.051 -3.420 -1.206 0.11
H -0.306 -1.145 -1.751 0.11
H -1.899 -1.817 -1.446 0.12
H -3.399 -1.949 -3.074 0.09
H -2.610 -2.682 -4.490 0.07
H -3.084 -0.984 -4.531 0.09
C 0.608 4.578 0.953 -0.12
O 0.410 5.830 0.329 -0.20
C -0.944 6.165 0.066 -0.21
C -1.447 7.260 0.981 -0.21
N -1.615 6.776 2.343 -0.04
C -1.885 7.807 3.335 -0.20
C -0.824 8.877 3.571 -0.23
O 0.365 8.397 4.170 -0.18
C 1.316 7.844 3.283 -0.10
H 1.668 4.341 0.865 0.09
H 0.331 4.595 2.011 0.06
H 0.029 3.793 0.459 0.09
H -1.584 5.279 0.142 0.12
H -0.985 6.528 -0.966 0.12
H -2.421 7.606 0.617 0.12
H -0.745 8.102 0.897 0.11
H -0.794 6.254 2.619 0.07
H -2.059 7.304 4.290 0.12
H -2.820 8.310 3.065 0.12
H -1.241 9.600 4.277 0.12
H -0.585 9.429 2.653 0.11
H 1.298 8.345 2.310 0.09
H 1.166 6.772 3.124 0.07
H 2.300 7.984 3.731 0.09
C 6.383 -6.533 0.432 -0.12
O 5.947 -6.061 -0.824 -0.19
C 5.533 -7.072 -1.734 -0.22
C 4.037 -7.040 -1.954 -0.22
N 3.317 -7.457 -0.761 -0.05
C 1.873 -7.263 -0.815 -0.19
C 1.339 -5.845 -0.969 -0.24
O 1.556 -5.012 0.159 -0.19
C 2.822 -4.387 0.222 -0.10
H 6.850 -5.694 0.946 0.09
H 5.559 -6.906 1.052 0.08
H 7.121 -7.334 0.324 0.09
H 5.850 -8.058 -1.381 0.12
H 6.030 -6.875 -2.688 0.12
H 3.788 -7.722 -2.773 0.12
H 3.774 -6.023 -2.280 0.11
H 3.686 -6.960 0.039 0.07
H 1.454 -7.674 0.107 0.12
H 1.476 -7.865 -1.640 0.12
H 0.256 -5.913 -1.084 0.10
H 1.713 -5.355 -1.876 0.11
H 3.204 -4.152 -0.777 0.09
H 3.565 -4.997 0.742 0.07
H 2.701 -3.458 0.780 0.09
C -2.101 0.652 6.934 -0.12
O -2.352 -0.094 5.762 -0.19
C -3.720 -0.184 5.388 -0.22
C -4.006 0.616 4.137 -0.22
N -3.901 2.044 4.387 -0.05
C -3.963 2.886 3.198 -0.20
C -2.877 2.719 2.141 -0.22
O -1.593 3.140 2.558 -0.21
C -0.840 2.191 3.284 -0.09
H -1.064 0.475 7.211 0.09
H -2.245 1.728 6.787 0.08
H -2.745 0.328 7.757 0.09
H -4.364 0.144 6.210 0.12
H -3.935 -1.237 5.187 0.12
H -5.024 0.391 3.802 0.12
H -3.316 0.263 3.357 0.11
H -3.038 2.231 4.879 0.07
H -3.934 3.927 3.528 0.12
H -4.934 2.730 2.716 0.12
H -3.144 3.369 1.304 0.12
H -2.828 1.695 1.748 0.11
H -1.054 1.169 2.958 0.09
H -1.011 2.258 4.363 0.08
H 0.215 2.402 3.102 0.08

***

14
Properties=species:S:1:pos:R:3:lowdin_charge:R:1 method="wB97M-V/def2-TZVPD" smiles="O=C1C[C@H](S)[C@@H](S)O1" largest_force_ev_per_a=4.50 e_tot_ha=-1102.8237 spin_multiplicity=1 homo_lumo_gap_ev=10.36
C 1.770 -0.272 -0.083 -0.57
C 0.488 -1.125 -0.024 -0.09
C -0.638 -0.166 0.224 -0.74
C -0.197 1.080 -0.417 -0.50
O 2.887 -0.728 -0.073 0.11
O 1.511 0.967 -0.266 0.02
S -2.306 -0.579 -0.378 0.78
S -0.558 2.528 0.671 0.79
H 0.425 -1.747 -0.888 0.12
H 0.529 -1.771 0.752 0.09
H -0.813 0.063 1.366 0.11
H -0.572 1.418 -1.432 0.12
H -1.911 -1.504 -1.282 -0.12
H -0.616 1.836 1.830 -0.12